Density functional theory data (ωB97M-V/def2-TZVPD) for a 2-piece molecular cluster, C2H2FN3 overall in a non-equilibrium geometry.

Atoms and positions in Å:
F 4.0270 -0.1804 -0.0279
N 0.9615 1.2505 0.0274
N -0.6284 -0.2324 -0.0470
N 1.4774 0.0468 0.0608
C -0.3671 1.0408 -0.0215
C 0.5581 -0.8660 0.0180
H 0.8437 -1.9417 0.0523
H -1.0463 1.7944 -0.0876

Summary:
Total charge = 0
HOMO level (spin up / spin down) = -11.0 / -11.0 eV
Frontier orbital gap (spin up / spin down) = 8.055 / 7.069 eV
Energy above the lowest of the compared OMol25 structures with the same formula, charge and spin = 130.3 kcal/mol



Density functional theory data (ωB97M-V/def2-TZVPD) for the molecule C5H9N2P in a non-equilibrium geometry.

Atoms and positions in Å:
P -0.9038 1.8109 -0.4149
N -0.9101 0.2799 1.8431
N -1.3551 1.3895 2.1148
C 1.1872 -0.2960 -1.5315
C 0.1939 -0.8780 -0.4448
C -1.7205 2.2405 1.2152
C -0.4972 0.2348 0.1657
C 0.8759 -1.7868 0.6436
H 1.7948 -1.3849 1.0580
H -0.5018 -1.6622 -0.9006
H 1.6092 0.6730 -1.2127
H -2.0740 3.2875 1.2939
H 0.1137 -1.7550 1.4624
H 1.9909 -1.0237 -1.4942
H 1.1535 -2.6970 0.1348
H -1.8942 1.6362 -1.3489
H 0.9376 -0.0687 -2.5839

Summary:
Total charge = 0
HOMO level (spin up / spin down) = -8.4 / -8.4 eV
Frontier orbital gap (spin up / spin down) = 7.452 / 7.457 eV
Energy above the lowest of the compared OMol25 structures with the same formula, charge and spin = 97.5 kcal/mol



Density functional theory data (ωB97M-V/def2-TZVPD) for a 2-piece molecular cluster, C4H11O overall in a non-equilibrium geometry.

Atoms and positions in Å:
O -2.8097 -0.1905 0.1219
C 0.5517 -0.0350 -0.5313
C -2.4968 0.0357 1.4246
C 1.1694 0.6795 -1.7457
C 1.5908 -0.7361 0.3203
H 1.9052 -1.7049 -0.0773
H -3.2190 -0.4382 2.1756
H 0.4728 0.7875 -2.5753
H -2.6261 1.1253 1.6448
H 2.4908 -0.1384 0.3978
H 1.4447 1.6954 -1.4506
H 0.0327 0.7446 0.0393
H 2.0988 0.2005 -2.0275
H -0.3197 -0.6416 -0.7793
H -1.5355 -0.4279 1.7258
H 1.2500 -0.9558 1.3369

Summary:
Total charge = -2
HOMO level (spin up / spin down) = 4.2 / 0.6 eV
Frontier orbital gap (spin up / spin down) = 2.926 / 6.598 eV
2S+1 = 2
Energy above the lowest of the compared OMol25 structures with the same formula, charge and spin = 16.4 kcal/mol
Expectation value of S² = 0.750



Density functional theory data (ωB97M-V/def2-TZVPD) for C33H42BrIN3O5Ti as an isolated structure.

Atoms and positions in Å:
I -0.6138 2.2911 -1.8635
Br -3.2029 1.6485 -4.8650
Ti -0.8079 -0.2617 -0.5962
O -0.8434 0.8676 0.9778
O -1.1226 -1.8393 0.8903
O -3.6206 -1.7178 -3.0977
O -1.9373 1.8373 2.6790
O -1.7796 -1.2777 -1.8986
N 1.1172 -0.9113 -1.2093
N 1.0283 -1.2249 2.0398
N -3.0579 -0.0135 -0.1079
C -3.0591 4.3045 -5.8820
C -1.6557 6.0593 -5.0058
C 3.1228 -1.4062 -2.1749
C 1.0733 2.6388 3.2631
C 1.7912 0.2943 3.7948
C -2.5687 3.4437 -4.9041
C 1.9418 1.4566 2.8266
C 1.7905 -1.0310 -2.3965
C -3.0271 -1.0781 -2.2612
C 2.0135 0.4936 -4.3440
C 1.0293 -1.9605 4.3511
C 1.3488 -0.8043 -3.8523
C -3.1676 1.1845 0.7216
C 3.2920 -1.5256 -0.8116
C 3.4018 1.8777 2.6585
C -1.6439 3.9007 -4.0080
C 0.5028 -3.3042 3.8807
C -2.5973 5.6127 -5.9258
C -3.6943 0.0165 -1.4236
C -2.3537 -1.6849 1.5905
C 1.2951 -1.7042 5.6869
C -0.2607 -4.0740 4.9542
C 2.0125 -1.2714 1.2066
C 1.3131 -0.9643 3.4025
C 1.8861 -1.9817 -4.6928
C -1.1697 5.1922 -4.0311
C 2.0577 0.5010 5.1481
C 2.0631 -1.2391 -0.2218
C 1.6320 -4.1658 3.3112
C -1.9050 1.3436 1.5730
C 1.8253 -0.4838 6.0876
C -3.4245 -1.2411 0.6182
C -0.1420 -0.7144 -4.1571
H 2.4365 1.4654 5.4654
H -0.6321 0.0963 -3.6291
H 0.0340 2.3314 3.3828
H -2.6516 -2.6446 2.0258
H 1.0926 -2.4651 6.4291
H -3.7898 3.9499 -6.5981
H -0.2425 -0.5105 -5.2270
H 4.0370 1.0352 2.3790
H -3.2282 2.0575 0.0685
H 1.6132 -2.9389 -4.2463
H 1.2387 -5.0977 2.8993
H -1.0478 -3.4680 5.4054
H 3.4908 2.6404 1.8831
H -4.3782 -1.1064 1.1465
H -0.7235 -4.9597 4.5145
H 2.0360 -0.2995 7.1336
H 1.5767 1.3599 -3.8459
H 2.3451 -4.4153 4.1016
H 0.4013 -4.4195 5.7515
H 3.7948 2.2959 3.5898
H -1.2992 7.0820 -5.0470
H -0.6629 -1.6429 -3.9358
H -4.7736 -0.1622 -1.3826
H -0.3243 -1.5942 1.5118
H 3.0202 -1.3714 1.6238
H 3.8732 -1.5481 -2.9331
H -3.4949 0.9837 -1.8889
H -4.0444 1.1589 1.3765
H -3.5576 -2.0348 -0.1179
H 1.8534 0.5990 -5.4210
H -2.9761 6.2855 -6.6848
H 4.1903 -1.7842 -0.2706
H 2.1692 -3.6490 2.5174
H 1.4483 -1.9334 -5.6924
H -0.4364 5.5244 -3.3056
H 3.0875 0.4894 -4.1516
H -0.1993 -3.1048 3.0656
H 2.9703 -1.9556 -4.8043
H 1.4237 3.0659 4.2072
H 1.1057 3.4254 2.5066
H -2.2219 -0.9745 2.4129
H 1.5629 1.1513 1.8533

Summary:
Total charge = -1
HOMO level (spin up / spin down) = -4.7 / -5.1 eV
Frontier orbital gap (spin up / spin down) = 7.121 / 7.389 eV
2S+1 = 3
Energy above the lowest of the compared OMol25 structures with the same formula, charge and spin = 2.4 kcal/mol
Expectation value of S² = 2.014



Density functional theory data (ωB97M-V/def2-TZVPD) for C2H5EuO2 as an isolated structure in a non-equilibrium geometry.

Atoms and positions in Å:
Eu 2.2197 2.1178 1.0391
O 0.4744 -0.9434 -0.7554
O 0.1181 1.5125 0.8729
C -0.8239 -0.8621 0.5795
C 0.5249 0.0760 -1.4919
H -0.2426 1.3697 -0.3589
H -1.4957 -0.2411 1.1886
H -1.6575 -1.2792 -0.0084
H 1.3618 -0.0161 -2.2179
H -0.4791 -1.7341 1.1525

Summary:
Total charge = +1
HOMO level (spin up / spin down) = -11.7 / -11.7 eV
Frontier orbital gap (spin up / spin down) = 6.364 / 6.548 eV
2S+1 = 8
Energy above the lowest of the compared OMol25 structures with the same formula, charge and spin = 67.6 kcal/mol
Expectation value of S² = 15.762



Density functional theory data (ωB97M-V/def2-TZVPD) for C43H40N3O8ReS as an isolated structure.

Atoms and positions in Å:
Re 0.0831 -0.1100 1.4654
S -2.9031 -1.6672 1.8111
O -3.3896 -2.9221 2.3324
O 1.5601 1.2457 1.0579
O 1.0991 -0.2237 3.3361
O -3.3595 -0.4423 2.4042
O 2.9680 -2.3360 -0.6582
O -0.3342 -1.1406 -1.1318
O 4.4564 4.8414 1.3218
O 1.4795 -1.4787 0.7464
N -1.2846 -1.6893 1.8188
N 0.2137 -3.1097 2.8830
N -1.1332 1.1469 1.1234
C 3.9218 3.6776 3.3973
C -3.5018 -0.3954 -0.5572
C 1.9202 -3.2496 -3.1679
C -1.6495 2.3596 0.8456
C -0.5354 -4.5107 -3.3999
C 0.5638 -5.0203 -4.0720
C -4.2281 -1.5354 -2.5656
C 5.2793 5.7298 2.0499
C 0.9239 -4.2310 2.9387
C 1.7930 -4.3831 -3.9543
C 3.8067 3.8550 2.0029
C 1.7413 0.5069 5.4239
C 0.9266 -0.0144 -3.6391
C -2.0648 2.5971 3.3129
C -2.1833 3.1266 1.9164
C 1.2859 1.1280 -4.3350
C -4.2124 -2.7347 -1.8648
C -3.8284 -2.7762 -0.5307
C -0.1307 -5.1189 1.0136
C 3.2181 2.6568 3.9803
C 2.2809 1.9708 1.8385
C 1.8945 -1.8118 -0.4162
C -2.3090 4.1102 -0.6872
C 0.8193 -2.7405 -2.4848
C -2.7869 4.3393 1.6454
C -3.8878 -0.3669 -1.8856
C -1.6860 2.8898 -0.4675
C -4.6235 -1.4867 -4.0156
C 3.0116 3.0255 1.2522
C 2.2344 1.9924 -3.8052
C 2.8156 1.7040 -2.5804
C -3.4436 -1.6108 0.1119
C -1.0140 2.1650 -1.5965
C -0.6581 -2.9622 1.8947
C 1.5068 -0.3098 -2.4069
C 2.4549 0.5596 -1.8816
C -0.8703 -3.9584 0.9403
C -2.8735 4.8386 0.3487
C -0.4096 -3.3748 -2.6101
C 1.7324 0.6772 3.9241
C 2.3916 1.7729 3.2581
C 0.7971 -5.2692 2.0354
C 0.9575 -1.4938 -1.6178
H 0.4655 -5.9054 -4.6889
H 3.3252 2.5242 5.0457
H -3.9118 -0.8957 -4.5938
H -2.5242 1.6107 3.3936
H -0.0094 1.8406 -1.3038
H 2.9166 3.1815 0.1870
H -4.6602 -2.4867 -4.4472
H -0.9102 2.8127 -2.4684
H 1.6364 -4.2964 3.7546
H 1.4122 -6.1544 2.1192
H -1.0134 2.4824 3.5946
H -2.3309 4.5047 -1.6974
H -1.2690 -2.9669 -2.0996
H -3.1986 4.9084 2.4717
H 5.6877 6.4256 1.3204
H -1.5016 -4.9933 -3.4879
H -5.6076 -1.0299 -4.1405
H -1.5847 1.2872 -1.9207
H 2.2236 -0.4432 5.6553
H 0.1865 -0.6915 -4.0496
H -3.2509 0.5146 -0.0289
H 6.1001 5.2020 2.5430
H -1.5710 -3.8036 0.1357
H -3.8418 -3.7041 0.0241
H 2.6581 -4.7716 -4.4767
H 2.2124 1.3026 5.9869
H 4.7058 6.2865 2.7957
H -3.3533 5.7893 0.1554
H 0.6996 0.4178 5.7335
H -4.5028 -3.6504 -2.3673
H -3.9279 0.5829 -2.4072
H 4.5479 4.3123 4.0031
H 2.5151 2.8886 -4.3435
H 2.9069 0.3523 -0.9220
H 3.5520 2.3753 -2.1579
H -0.5270 -0.2205 -1.3520
H 2.8796 -2.7626 -3.0609
H -0.2588 -5.8883 0.2617
H 0.8250 1.3435 -5.2904
H -2.5371 3.2767 4.0234

Summary:
Total charge = -1
HOMO level (spin up / spin down) = -3.3 / -4.9 eV
Frontier orbital gap (spin up / spin down) = 5.557 / 7.008 eV
2S+1 = 4
Energy above the lowest of the compared OMol25 structures with the same formula, charge and spin = 2.8 kcal/mol
Expectation value of S² = 3.787



Density functional theory data (ωB97M-V/def2-TZVPD) for the molecule C3H5N3S2 in a non-equilibrium geometry.

Atoms and positions in Å:
S 0.8927 -1.3165 1.2016
S -0.4851 1.8154 1.5727
N 0.5989 -1.8951 -1.9575
N 0.2301 -0.3906 -0.0171
N -0.5770 0.1782 -2.0200
C 0.1630 -0.8238 -1.3633
C -0.9634 1.1319 -1.1066
C -0.4842 0.8489 0.0940
H 2.0847 -0.6757 1.2760
H -1.3173 1.0475 2.3246
H -1.6730 1.9191 -1.3706
H 1.1792 -2.5782 -1.4168
H -0.8498 0.1145 -2.9851

Summary:
Total charge = 0
HOMO level = -7.8 eV
Frontier orbital gap = 8.361 eV
Energy above the lowest of the compared OMol25 structures with the same formula, charge and spin = 16.8 kcal/mol



Density functional theory data (ωB97M-V/def2-TZVPD) for C10H17Cl2GaN as an isolated structure in a non-equilibrium geometry.

Atoms and positions in Å:
Ga 1.2889 -0.3751 0.4743
Cl 2.4973 0.7486 1.9392
Cl 0.9240 -2.5384 0.3314
N -0.2354 -0.2939 1.9319
C -0.7858 -0.3656 4.4818
C -1.6246 0.8424 -1.6874
C 2.2100 0.0733 -1.0713
C -1.8501 -0.0843 -2.9114
C -0.5992 -0.3145 -3.7231
C 0.5537 -0.7177 -2.8034
C -0.5103 -0.3144 3.0626
C 0.8499 0.4522 -1.8294
C 0.3194 0.2923 5.3456
C -0.2892 0.7921 -1.0503
H 2.6680 -0.7955 -1.5509
H 2.8544 0.9544 -0.9808
H -0.7399 -1.0845 -4.4738
H 0.1397 0.1114 6.4138
H -2.4146 0.6388 -0.9571
H -2.2241 -1.0527 -2.5599
H -0.3251 0.6081 -4.2542
H 1.1310 1.3201 -2.4539
H 0.3279 1.3758 5.1786
H -0.9060 -1.4196 4.7649
H 0.3110 -1.6147 -2.2073
H -0.1500 1.4740 -0.1946
H -2.6371 0.3236 -3.5503
H 1.4572 -0.9399 -3.3900
H -1.7408 0.1386 4.6677
H 1.3128 -0.1043 5.0919
H -1.8133 1.8696 -2.0345

Summary:
Total charge = -1
HOMO level = -1.7 eV
Frontier orbital gap = 4.360 eV
Energy above the lowest of the compared OMol25 structures with the same formula, charge and spin = 3.0 kcal/mol



total charge of number 3 (C4H11O)?
-2



Which value of energy above the lowest of the compared OMol25 structures with the same formula, charge and spin does entry 5 give?
67.6 kcal/mol



Which value of energy above the lowest of the compared OMol25 structures with the same formula, charge and spin does entry 5 give?
67.6 kcal/mol



What is the total charge in the fourth record?
-1